[1]
A structure of composition C33H28N9O3ReS in a non-equilibrium geometry, computed with ωB97M-V/def2-TZVPD.

```
75
Properties=species:S:1:pos:R:3:mulliken_spin:R:1
Re 0.47 -0.51 0.03 0.659
C 3.35 -0.73 3.44 -0.008
C 2.27 0.24 3.77 -0.005
C 2.52 1.30 4.62 0.003
C 1.53 2.18 5.03 0.000
C 0.24 1.97 4.61 0.004
C -0.06 0.92 3.75 -0.001
C -1.49 0.59 3.47 -0.002
C 0.96 0.08 3.27 -0.002
N 0.67 -0.87 2.29 0.003
C 0.91 -2.17 2.58 0.014
O 1.07 -2.61 3.72 0.002
C 0.93 -3.07 1.39 0.061
C 1.11 -4.44 1.49 -0.040
C 1.12 -5.20 0.33 0.050
C 0.95 -4.57 -0.89 -0.043
C 0.79 -3.19 -0.92 0.042
N 0.79 -2.47 0.21 0.010
C 0.66 -2.43 -2.20 0.020
O 0.76 -2.99 -3.29 0.011
N 0.53 -1.10 -2.00 0.010
C 0.41 -0.15 -2.97 -0.019
C -0.52 -0.17 -4.01 -0.021
C -1.53 -1.28 -4.10 -0.002
C -0.48 0.83 -4.98 0.054
C 0.42 1.91 -4.89 -0.010
C 1.26 2.04 -3.85 0.029
C 1.27 1.06 -2.71 0.037
C 3.28 1.25 -1.15 -0.001
H 4.32 -0.34 3.74 0.000
H 3.37 -0.94 2.37 0.006
H 3.16 -1.66 3.96 0.000
H 3.53 1.44 4.99 0.000
H 1.77 3.01 5.68 0.000
H -0.56 2.61 4.97 0.000
H -2.16 1.34 3.90 -0.001
H -1.73 -0.39 3.89 0.000
H -0.98 0.34 1.51 -0.006
H 1.24 -4.88 2.47 -0.001
H 1.25 -6.28 0.38 0.004
H 0.94 -5.12 -1.82 0.000
H -1.98 -1.45 -3.12 0.001
H -1.05 -2.20 -4.41 -0.001
H -2.31 -1.02 -4.80 0.000
H -1.18 0.79 -5.80 0.001
H 0.42 2.64 -5.69 0.001
H 1.92 2.89 -3.74 0.001
H 4.37 1.24 -1.15 0.002
H 2.72 -0.49 -2.21 -0.006
H 2.93 2.27 -1.04 0.008
N 3.59 0.89 -3.55 -0.001
C 2.74 0.59 -2.41 0.012
S 2.75 0.31 0.31 0.091
N 0.67 1.90 -1.67 0.036
N -0.09 1.43 -0.72 -0.003
C -1.05 2.32 -0.39 -0.027
C -2.22 2.30 0.39 0.012
C -3.21 3.25 -0.01 -0.010
C -4.46 3.34 0.53 0.004
C -4.85 2.49 1.56 -0.009
C -3.93 1.57 2.02 0.004
C -2.66 1.49 1.47 -0.005
O -1.83 0.48 2.05 0.004
H 4.48 0.41 -3.44 0.001
H 3.16 0.54 -4.40 0.000
H -1.00 3.19 -1.04 -0.002
H -2.95 3.91 -0.83 0.000
H -5.17 4.06 0.13 0.000
H -5.84 2.53 1.98 -0.001
H -4.19 0.89 2.81 0.000
N -5.60 -1.93 -2.18 0.010
C -4.67 -1.87 -1.50 -0.003
N -3.71 -1.92 -0.65 0.010
C -2.60 -1.40 -0.48 0.025
N -1.56 -0.99 -0.09 -0.012
```

Output
- Charge: -1
- Energy relative to the best compared isomer or geometry (same formula, charge and spin): 164.2 kcal/mol
- Multiplicity: 2
- LUMO level (spin up / spin down): 0.81 / 0.94 eV


[2]
A structure of composition C34H23N8O4RhS, computed with ωB97M-V/def2-TZVPD.

```
71
Properties=species:S:1:pos:R:3:mulliken_spin:R:1
Rh -0.60 0.78 0.10 1.563
N 0.25 4.74 -0.23 0.088
C 1.54 4.40 0.18 0.047
C 2.65 5.17 0.42 0.003
C 3.81 4.50 0.84 0.058
C 3.83 3.13 1.01 -0.018
C 2.69 2.35 0.76 0.067
C 1.55 3.00 0.34 -0.074
N 0.30 2.50 0.01 0.278
C -0.51 3.61 -0.29 0.296
C -1.88 3.49 -0.50 0.000
C -2.86 4.45 -0.81 0.456
S -4.40 3.69 -0.93 0.094
C -3.68 2.17 -0.56 -0.042
N -2.41 2.20 -0.37 0.106
H -0.10 5.67 -0.37 -0.004
H 2.64 6.24 0.30 -0.001
H 4.71 5.08 1.04 0.006
H 4.74 2.64 1.34 0.002
H 2.70 1.28 0.89 0.008
H -2.74 5.50 -0.98 0.020
H -4.26 1.27 -0.49 -0.001
C -0.53 0.80 4.86 0.029
C -1.51 1.51 4.18 -0.015
C -1.52 1.54 2.79 -0.003
C -0.55 0.85 2.08 0.000
C 0.44 0.14 2.76 -0.011
C 0.44 0.12 4.15 -0.007
H -0.53 0.78 5.94 0.001
H -2.27 2.06 4.74 -0.001
H -2.29 2.10 2.27 -0.009
H 1.20 -0.39 2.20 0.002
H 1.21 -0.43 4.67 -0.001
N -0.64 0.32 -2.29 0.014
C 0.49 0.07 -2.41 0.011
N -6.93 -6.58 -4.32 0.000
C -6.29 -5.91 -3.64 0.000
C -5.47 -5.08 -2.80 0.000
C -4.87 -3.93 -3.32 0.000
C -4.10 -3.13 -2.51 0.000
C -3.91 -3.46 -1.17 0.000
C -4.50 -4.61 -0.65 0.000
C -5.28 -5.41 -1.46 0.000
N -3.11 -2.63 -0.33 0.000
C -2.93 -2.76 1.03 0.003
C -2.09 -1.76 1.40 -0.010
N -1.75 -1.03 0.29 0.018
C -2.38 -1.57 -0.73 -0.004
H -5.02 -3.67 -4.36 0.000
H -3.65 -2.24 -2.93 0.000
H -4.36 -4.89 0.38 0.000
H -5.75 -6.30 -1.06 0.000
H -3.41 -3.52 1.62 0.000
H -1.71 -1.52 2.38 0.000
H -2.29 -1.21 -1.74 -0.004
O 1.71 -0.18 -2.50 -0.007
C 2.34 -0.55 -1.08 0.337
O 1.52 -0.53 -0.16 0.222
C 3.70 -0.77 -1.21 -0.082
C 4.44 -0.70 -2.43 0.236
C 5.79 -0.92 -2.44 -0.120
C 6.50 -1.22 -1.27 0.291
C 5.77 -1.29 -0.09 -0.088
C 4.42 -1.08 -0.01 0.181
N 6.48 -1.60 1.17 0.000
O 5.85 -1.58 2.21 -0.003
O 7.67 -1.84 1.09 -0.011
H 3.92 -0.46 -3.35 0.029
H 6.33 -0.86 -3.38 -0.004
H 7.56 -1.40 -1.27 0.021
H 3.90 -1.14 0.93 0.034
```

Output
- Charge: 0
- Energy relative to the best compared isomer or geometry (same formula, charge and spin): 47.6 kcal/mol
- Multiplicity: 5
- LUMO level (spin up / spin down): -0.65 / -2.28 eV


[3]
A structure of composition C6H14O4Pr in a non-equilibrium geometry, computed with ωB97M-V/def2-TZVPD.

```
25
Properties=species:S:1:pos:R:3:mulliken_spin:R:1
C 0.37 1.80 -3.11 0.001
O 1.12 1.11 -2.16 -0.002
C 1.26 1.83 -0.92 -0.005
C 1.83 0.90 0.12 -0.005
O 0.76 0.24 0.84 0.001
C 0.24 -1.23 0.28 0.002
C -1.27 -1.21 0.23 0.002
O -1.71 0.01 -0.37 0.003
C -3.09 0.04 -0.70 0.003
Pr -0.72 2.07 0.50 3.006
H 0.30 1.17 -4.01 0.000
H -0.66 2.01 -2.76 0.002
H 0.83 2.77 -3.39 0.000
H 1.94 2.69 -1.08 -0.001
H 2.42 1.47 0.86 -0.001
H 2.49 0.12 -0.31 -0.002
H 0.52 -1.81 1.17 0.000
H 0.59 -1.15 -0.77 -0.001
H -1.69 -1.28 1.25 -0.001
H -1.64 -2.05 -0.37 0.000
H -3.30 1.04 -1.10 0.001
H -3.30 -0.73 -1.45 -0.001
H -3.70 -0.13 0.20 0.000
O 0.79 -3.71 -0.34 0.000
H 0.57 -3.82 -1.28 0.000
```

Output
- Charge: 0
- Multiplicity: 4
- LUMO level (spin up / spin down): -1.26 / -1.36 eV


[4]
A cluster of 2 separate species, C3H10N2 in total in a non-equilibrium geometry, computed with ωB97M-V/def2-TZVPD.

```
15
Properties=species:S:1:pos:R:3:lowdin_charge:R:1
C -5.33 -1.15 -3.67 -0.105
C -5.49 0.14 -3.30 -0.105
H -6.20 -1.85 -3.52 0.064
H -4.54 -1.83 -3.89 0.028
H -5.91 0.95 -3.91 0.044
H -5.16 0.74 -2.36 0.072
N 5.01 -0.14 2.45 -0.025
C 3.40 0.11 2.13 -0.246
N 2.66 1.35 2.57 -0.037
H 4.92 -0.74 3.31 0.051
H 5.30 -0.75 1.68 0.030
H 3.34 0.00 1.09 0.064
H 2.91 -0.50 2.90 0.087
H 3.32 2.03 2.43 -0.009
H 1.79 1.66 2.08 0.085
```

Output
- Charge: 0
- Energy relative to the best compared isomer or geometry (same formula, charge and spin): 145.6 kcal/mol
- Multiplicity: 1
- LUMO level: -0.25 eV
- Structure (SMILES): C=C.NCN


[5]
A cluster of 2 separate species, CHF3O in total in a non-equilibrium geometry, computed with ωB97M-V/def2-TZVPD.

```
6
Properties=species:S:1:pos:R:3:lowdin_charge:R:1
C -0.67 -0.20 0.07 -0.219
O 1.50 0.54 0.52 -0.119
F -0.74 -1.45 0.40 0.164
F -1.39 0.52 0.81 0.199
F 1.90 0.59 -0.77 -0.195
H -0.59 0.01 -1.03 0.170
```

Output
- Charge: 0
- Energy relative to the best compared isomer or geometry (same formula, charge and spin): 164.7 kcal/mol
- Multiplicity: 1
- LUMO level (spin up / spin down): -0.46 / -1.16 eV